Entry 1:
ORCA calculation (ωB97M-V with the def2-TZVPD basis set) on a 14-piece molecular cluster, C35H61Cl29NO2 overall.

CARTESIAN COORDINATES (ANGSTROEM)
Cl  0.485  1.007  7.241
C  -11.963  -2.846  8.013
Cl  5.332  2.379  -3.483
H  -13.246  -4.045  6.756
H  -3.168  4.377  2.153
H  12.323  -2.464  -5.300
H  2.855  0.955  4.363
H  -5.461  2.300  1.673
H  2.485  1.029  10.345
C  -9.488  -3.382  4.053
H  -3.173  3.202  -1.189
C  8.234  2.715  2.620
C  0.117  3.627  2.087
Cl  -11.285  1.117  -2.284
H  5.526  -0.561  -4.426
H  -6.715  -1.176  -0.098
O  1.586  3.435  3.930
H  -10.919  -2.550  8.075
H  4.263  -4.380  -2.100
H  6.181  4.323  -2.453
C  -8.838  -0.752  -0.099
H  -14.338  -0.945  -2.113
H  1.010  2.357  0.587
C  -4.707  3.762  0.201
Cl  11.543  -5.797  -10.581
H  0.667  -0.303  9.195
C  10.517  -3.639  -5.202
H  -7.363  -3.751  4.022
Cl  1.739  4.104  -3.501
H  6.557  4.071  2.501
C  -2.249  3.947  1.779
Cl  10.018  -3.222  -6.860
H  8.800  -5.818  -9.674
H  2.778  -0.108  5.770
C  0.872  6.263  -2.037
Cl  -9.307  -1.649  4.440
Cl  8.464  5.439  2.708
H  5.387  1.995  -0.624
Cl  -3.740  1.173  -0.233
Cl  8.416  2.584  0.849
C  -7.597  -1.368  -0.705
H  10.909  -3.612  -9.956
C  11.999  -3.458  -4.999
Cl  -12.415  -1.886  -1.156
C  -1.091  4.192  2.503
H  7.670  1.843  2.947
H  0.515  0.224  4.971
Cl  -11.113  -5.037  6.611
H  9.226  2.668  3.060
H  -0.377  5.112  -3.368
C  -12.718  0.230  -2.862
Cl  3.763  -1.179  3.929
Cl  -5.385  4.312  -1.389
H  -9.078  -1.237  0.838
Cl  0.781  -0.131  2.664
Cl  12.949  -4.649  -5.923
Cl  -8.605  0.981  0.258
H  -13.620  0.125  -0.906
Cl  -7.964  -3.295  1.787
H  8.552  -4.137  -9.195
Cl  3.297  -3.202  -3.883
Cl  0.410  5.320  -0.581
Cl  -12.373  -3.742  9.496
H  -10.352  -3.490  3.400
H  -7.716  -2.445  -0.804
Cl  6.926  -2.919  -6.895
C  1.182  -0.404  4.388
C  9.103  -4.792  -9.868
Cl  2.044  -6.337  -4.304
C  -8.246  -3.955  3.423
C  2.613  -0.052  4.696
H  -8.350  -5.033  3.318
H  3.710  -6.669  -2.689
H  4.350  -5.883  -4.134
C  10.585  -4.607  -9.659
H  10.830  -4.749  -8.616
Cl  3.464  -0.047  8.507
C  3.526  -5.888  -3.425
H  0.218  1.367  9.545
Cl  -7.303  -0.725  -2.343
H  12.246  -3.598  -3.948
N  -2.254  3.207  0.668
H  5.101  -2.850  -5.394
H  5.046  -1.549  -6.589
H  -12.578  -1.948  8.003
H  -12.401  -0.436  -3.660
H  6.991  -0.441  -5.404
C  5.694  -2.093  -5.903
H  0.810  6.148  -4.164
C  5.504  3.053  -0.846
H  -12.092  -3.029  5.888
C  6.162  3.270  -2.182
H  6.104  3.503  -0.061
H  0.963  -1.443  4.620
C  -12.232  -3.655  6.769
H  10.210  -4.664  -5.008
H  -1.117  2.022  -0.624
C  -1.095  2.650  0.258
O  2.402  4.457  2.151
Cl  8.596  -4.372  -11.526
H  7.305  3.948  4.096
H  -9.698  -3.897  4.990
C  -13.402  -0.524  -1.750
H  2.503  -4.526  -2.100
Cl  -1.132  5.189  3.913
H  0.253  7.159  -2.042
H  -9.697  -0.842  -0.761
Cl  3.886  3.813  -0.770
C  -3.444  2.938  -0.168
H  7.188  2.906  -2.147
C  1.429  3.833  2.819
H  -6.327  2.347  0.102
H  -13.402  0.967  -3.281
C  0.886  0.736  8.961
C  7.505  3.972  3.026
C  -5.827  2.937  0.868
H  9.966  -2.983  -4.530
C  2.319  1.085  9.270
C  6.310  -1.136  -4.918
H  -4.497  4.679  0.743
C  0.642  5.490  -3.313
C  3.391  -4.559  -2.727
H  1.910  6.562  -1.919
H  2.056  4.876  1.346
H  -6.566  3.656  1.230
Cl  7.214  -1.982  -3.630
C  0.092  2.821  0.928
H  2.565  2.090  8.935

Values from the calculation:
Spin multiplicity: 1
DFT total energy, eV: -406017.050
Charge: +1

These are the Mulliken partial charges, in e, on atoms 1 to 2: -0.1546, -0.4171

Entry 2:
ORCA calculation (ωB97M-V with the def2-TZVPD basis set) on a 8-piece molecular cluster, C35H62BN3O26S overall.

CARTESIAN COORDINATES (ANGSTROEM)
H  -9.621  -0.194  -9.174
H  9.119  5.264  -1.002
H  3.281  2.958  1.285
C  5.883  -3.176  -0.382
O  -9.643  -0.196  -6.491
H  7.711  6.405  -6.519
H  -5.121  0.143  -1.807
H  6.023  -7.100  3.739
H  -15.945  0.677  -1.845
C  6.356  2.538  3.264
O  3.399  -4.692  2.597
O  7.228  -0.214  0.009
H  4.349  4.500  1.893
H  -0.796  0.216  4.226
H  -6.111  0.956  -0.579
H  4.040  -5.309  2.100
C  -14.782  1.070  -4.187
O  -2.128  0.813  2.741
H  9.779  -4.431  0.824
O  1.979  -3.963  0.544
C  -9.140  -1.150  -8.943
O  -7.131  -0.220  -1.962
C  6.023  -0.545  0.839
H  -17.572  0.849  -2.531
C  7.619  -3.546  1.301
H  -9.873  -1.874  -8.572
C  -7.682  0.152  -4.698
C  3.406  -1.110  2.592
C  -5.986  0.029  -1.148
C  8.024  5.587  -3.387
S  2.037  0.300  4.325
H  9.024  -11.683  1.811
O  7.051  -10.686  3.333
C  -0.223  -3.120  1.683
H  8.037  -2.523  0.917
C  -0.983  1.061  3.555
H  -13.018  0.490  -6.857
C  -3.282  0.649  3.436
C  8.960  -4.463  1.677
C  -8.285  -0.383  -1.267
H  -0.055  -2.342  2.562
H  -8.105  1.160  -4.759
H  7.903  0.170  0.657
O  9.116  -9.844  2.782
H  -12.966  1.972  -5.884
H  -8.357  -0.520  -4.157
C  0.937  -2.924  0.542
C  -10.566  -0.802  -1.565
H  8.139  7.510  -5.199
H  -8.701  -1.546  -9.863
O  7.506  -8.435  3.279
H  -6.739  0.207  -4.148
O  -16.073  0.746  -3.922
O  -9.283  -0.610  -2.158
C  1.273  8.546  1.367
C  -8.495  -0.479  -6.798
H  1.349  -1.819  0.633
H  6.520  6.720  -5.243
H  8.681  -5.547  2.021
C  3.951  -2.288  1.569
H  -5.799  -0.816  -0.477
C  6.157  -8.183  3.666
H  -5.871  1.124  3.690
C  9.582  -11.180  2.607
H  7.047  -3.411  2.334
H  5.004  -3.812  -0.870
H  7.500  4.474  -1.046
O  -14.023  1.662  -3.437
H  -10.562  -1.680  -0.911
H  7.382  3.097  3.338
H  1.396  8.353  0.298
O  1.799  7.428  2.080
O  -4.280  0.422  2.545
O  6.794  -4.148  0.243
O  8.557  4.465  -2.840
C  7.814  -9.750  3.150
C  4.113  0.357  2.782
H  6.463  -2.666  -1.281
H  1.824  9.458  1.618
H  2.804  7.212  5.816
H  0.205  8.668  1.574
O  7.548  6.529  -2.772
H  -12.428  0.400  -5.187
N  3.401  1.277  3.749
H  9.510  -11.740  3.546
C  -5.563  0.230  3.138
H  8.981  3.498  -1.086
O  -3.401  0.698  4.650
O  -8.089  -0.969  -7.996
H  6.409  1.651  4.060
N  2.187  -1.238  3.481
C  4.180  3.690  1.065
H  0.396  -2.970  -0.522
H  1.185  6.422  5.771
O  -8.405  -0.334  -0.053
C  1.709  7.535  3.430
C  2.216  6.386  5.403
H  -11.287  -0.976  -2.369
H  5.947  -8.623  4.646
B  3.044  -3.687  1.533
H  9.451  -3.926  2.611
C  5.592  2.876  0.883
C  5.300  -2.027  0.655
C  5.453  0.632  1.879
C  8.531  4.438  -1.414
H  -1.108  1.988  4.124
N  6.224  1.934  1.883
H  -0.312  -4.234  2.095
H  -10.874  0.092  -1.013
C  -13.147  0.893  -5.849
O  8.114  5.480  -4.737
H  -1.281  -2.875  1.218
H  -16.483  2.249  -2.542
H  -6.284  0.057  2.334
O  2.242  6.413  3.977
O  6.252  3.018  -0.300
O  -7.404  -0.357  -6.001
H  -5.559  -0.648  3.792
H  2.666  5.445  5.732
H  10.635  -11.136  2.314
H  3.934  4.200  0.027
H  5.423  3.216  3.566
C  7.588  6.598  -5.450
O  1.233  8.476  4.045
C  -16.529  1.159  -2.635
H  5.462  -8.566  2.912
O  -14.483  0.621  -5.432
H  -0.118  1.176  2.897

Values from the calculation:
Spin multiplicity: 1
DFT total energy, eV: -106504.346
Structure (SMILES): CCOCc1c(O)c(N(C)C(C)=O)c2nsnc2c1B(O)OCC.COC(=O)OC.COC(=O)OC.COC(=O)OC.COC(=O)OC.COC(=O)OC.COC(=O)OC.COC(=O)OC
ΔE to the lowest compared entry with this formula, charge and spin, kcal/mol: 270.4

These are the Mulliken partial charges, in e, on atoms 1 to 2: 0.2768, 0.3318

Entry 3:
ORCA calculation (ωB97M-V with the def2-TZVPD basis set) on C35H63BN4O9PtS4 as an isolated structure.

CARTESIAN COORDINATES (ANGSTROEM)
H  -5.479  -2.286  -1.920
H  -3.497  -3.668  -1.024
C  4.465  -0.004  4.978
C  -4.326  -0.524  -2.013
H  2.967  1.240  2.381
H  0.935  -3.028  -2.376
H  -0.694  -2.785  2.179
C  -2.200  0.601  4.096
H  2.382  -1.050  2.887
C  2.762  4.154  -2.362
O  -1.731  2.177  0.191
H  1.241  -4.482  0.380
C  -1.335  4.099  1.640
H  1.003  2.991  -2.069
O  -0.231  0.368  2.292
H  1.242  -4.740  -2.121
H  4.273  -2.424  -0.277
C  -1.531  -4.867  1.777
N  3.470  -1.979  -5.935
H  4.676  2.091  4.340
H  -4.269  -2.413  -3.158
O  1.245  -0.954  0.324
C  2.269  -1.692  -5.304
H  3.452  -1.365  -1.260
S  1.925  -2.251  0.451
H  -4.218  3.319  -0.224
H  -0.188  -1.033  -1.425
H  -2.110  0.152  6.153
C  -2.005  1.048  5.542
S  -3.354  -1.533  0.318
H  -1.329  5.187  1.720
H  3.525  -3.353  -2.673
C  2.515  -0.817  -4.313
C  -3.832  2.271  -4.854
H  -3.475  -0.115  -2.558
H  -0.090  -3.469  -0.095
O  2.352  -2.662  1.784
H  -2.559  -2.427  -1.813
H  2.486  4.388  -3.390
C  0.309  1.717  4.624
H  -0.928  2.849  5.850
H  -3.947  0.645  -0.004
H  -5.250  -0.100  -2.406
H  0.083  2.629  4.071
H  -0.142  1.530  6.700
H  -1.413  -6.140  4.659
H  1.391  -2.273  -5.547
H  3.326  -1.887  5.115
B  -0.423  -0.172  -2.031
C  3.414  0.695  3.199
H  -0.322  -0.414  -3.078
O  -4.074  -2.172  1.391
C  3.600  -0.951  4.650
H  -2.769  -0.279  3.798
C  -1.698  2.404  -4.091
C  -4.462  -1.988  -2.174
H  -2.493  1.465  3.500
N  -1.278  -5.564  3.841
O  1.338  1.692  0.223
H  1.830  -0.324  -3.640
C  2.967  -3.522  -1.752
H  -2.353  2.559  -2.035
C  -1.643  -5.940  2.600
H  -0.625  2.419  -3.969
H  3.421  -4.381  -1.257
Pt  -0.411  0.361  0.065
C  3.320  -2.344  -0.800
H  4.887  3.647  -2.248
H  4.480  2.161  -0.365
C  3.939  3.111  -2.273
C  -4.269  -0.292  -0.458
C  3.673  2.172  -1.097
H  -1.990  -6.949  2.432
O  -2.017  -0.977  0.480
H  -4.124  3.101  1.426
H  0.311  0.591  -1.818
N  3.027  -0.567  3.495
C  -3.467  -2.599  -1.235
C  -3.642  3.672  0.632
H  -0.281  3.820  1.639
C  0.975  -3.638  -0.257
C  4.441  -1.189  -5.316
H  5.438  -1.272  -5.723
C  3.871  -0.532  -4.227
O  -0.087  -1.071  4.374
H  -2.821  1.730  5.779
N  -2.579  2.482  -3.016
C  -2.503  2.340  -5.218
S  -0.411  0.210  3.710
C  -1.015  -3.758  2.520
H  -1.867  4.018  -0.475
H  0.886  4.381  -1.013
O  2.753  3.635  0.884
H  -2.075  2.224  -6.202
C  -0.919  -4.265  3.818
C  4.267  1.105  4.179
C  1.452  -3.743  -1.735
H  -0.884  -3.764  4.774
H  -1.406  0.207  -1.801
H  -4.646  2.336  -2.801
H  -1.701  3.636  2.556
H  3.739  -2.672  -6.620
H  1.373  1.585  4.818
H  3.425  1.186  -1.489
C  -3.833  2.396  -3.511
H  -3.886  4.723  0.784
C  -2.137  3.475  0.430
C  1.593  3.726  -1.523
H  -5.278  -0.524  -0.118
H  3.994  2.492  -3.169
S  2.247  2.797  -0.170
H  3.038  5.100  -1.897
H  -1.576  -4.925  0.700
H  5.120  -0.053  5.834
H  -4.694  2.081  -5.476
C  -0.654  1.797  5.776
H  4.336  0.178  -3.560

Values from the calculation:
Spin multiplicity: 3
DFT total energy, eV: -108957.217

These are the Mulliken partial charges, in e, on atoms 1 to 2: 0.3000, 0.6269

Entry 4:
ORCA calculation (ωB97M-V with the def2-TZVPD basis set) on a 4-piece molecular cluster, C35H64BF6O7 overall.

CARTESIAN COORDINATES (ANGSTROEM)
C  -7.248  5.094  1.788
H  6.170  -2.216  -2.284
C  0.281  -4.566  4.862
H  5.342  -3.184  -1.062
H  -1.413  1.829  -0.170
O  6.712  -1.846  -0.327
H  -2.913  2.853  1.118
H  8.019  -1.309  -1.837
O  7.716  1.066  -0.725
C  -2.025  1.375  -0.951
H  8.438  -2.770  -0.917
H  -0.233  -5.053  5.692
B  7.301  2.197  0.150
C  8.899  -0.910  0.071
H  -7.053  -5.003  -3.144
O  1.282  -5.064  2.667
H  -6.170  7.532  -0.165
H  5.630  2.917  1.434
H  -4.294  3.743  -1.921
C  0.071  -1.738  -0.314
H  1.701  -3.084  0.095
H  -1.573  1.675  -1.895
H  -3.492  -0.236  0.582
H  -7.731  8.159  -0.715
H  -5.435  -1.653  -2.503
C  0.686  0.474  -0.911
C  -2.277  -0.852  -2.156
H  9.786  0.808  1.672
H  5.015  -0.194  -1.163
F  12.094  0.612  0.506
C  -8.694  4.998  2.243
H  -2.696  3.301  -2.501
H  3.828  -6.015  2.843
H  -5.437  1.934  -1.545
C  2.029  0.145  -0.779
F  10.969  2.904  1.840
H  -7.860  -3.986  -0.361
O  -6.649  -2.821  -1.429
H  1.142  -4.036  5.271
C  -7.713  6.038  -0.373
H  -4.336  0.925  -2.455
H  -8.737  4.989  3.333
H  -4.912  0.420  -0.846
H  2.765  -3.983  1.874
O  3.689  -1.526  -0.248
F  11.705  1.677  -1.347
F  12.896  2.606  0.196
H  -8.803  5.964  -0.282
C  5.778  2.144  0.678
H  0.452  1.488  -1.195
H  2.790  0.893  -0.935
H  -3.268  -1.290  -2.041
O  -7.076  5.027  0.384
H  -5.700  -3.231  -3.227
C  3.615  -5.144  3.464
H  3.388  -5.492  4.474
H  -6.682  4.247  2.176
C  -3.312  3.393  -1.608
C  -3.417  2.052  -0.844
C  -6.197  -2.405  -2.706
H  -8.042  -5.858  -1.964
C  1.405  -2.086  -0.191
H  -4.558  3.165  0.590
C  -4.584  1.263  -1.449
H  -7.746  -0.949  -3.075
C  -1.827  -0.151  -0.844
H  4.069  -1.255  -2.255
H  -8.062  -2.515  -3.832
H  -0.391  -3.830  4.419
H  -6.779  6.000  2.191
C  -0.325  -0.453  -0.677
C  -7.653  -3.816  -1.418
H  -0.665  -2.508  -0.125
C  -7.280  -1.797  -3.580
F  7.497  3.419  -0.575
H  1.339  -6.360  4.285
H  -1.591  -1.659  -2.392
C  2.393  -1.142  -0.422
H  -8.580  -3.438  -1.867
C  11.823  1.827  -0.019
C  -7.250  7.447  -0.044
H  -0.200  -6.128  3.467
C  8.957  0.567  -0.340
C  -3.766  2.412  0.606
C  9.401  1.441  0.865
H  -2.323  -0.156  -2.991
F  10.218  3.497  -0.128
H  2.290  -3.435  3.467
O  8.267  2.102  1.289
C  10.550  2.431  0.621
C  2.481  -4.330  2.867
H  -4.153  1.571  1.175
H  9.659  0.651  -1.173
C  8.028  -1.755  -0.838
H  -6.340  -5.517  -1.612
H  -9.150  4.080  1.871
C  5.734  -2.187  -1.281
H  -7.502  7.735  0.978
H  -7.465  5.802  -1.408
C  -7.244  -5.122  -2.077
H  5.517  1.173  1.104
H  -1.950  -0.721  1.256
C  0.687  -5.605  3.829
H  8.535  -1.006  1.095
H  -6.842  -1.445  -4.515
H  5.087  2.349  -0.141
H  -9.293  5.841  1.896
H  -2.824  -1.798  0.184
H  -2.855  4.159  -0.983
H  4.513  -4.530  3.520
C  -2.568  -0.754  0.361
H  9.918  -1.305  0.049
C  4.598  -1.194  -1.300

Values from the calculation:
Spin multiplicity: 1
DFT total energy, eV: -68651.055
Charge: -1

These are the Mulliken partial charges, in e, on atoms 1 to 2: -0.3086, 0.4090

What is the spin multiplicity in the fourth record? 1

Which formula does entry 1 have? C35H61Cl29NO2

The lowest DFT total energy belongs to which entry? C35H61Cl29NO2